Molecular formula: C41H43N9O2
Method: DFT, ωB97M-V/def2-TZVPD

Last column: Mulliken charge in e.
Atoms and positions in Å:
C -27.071 5.535 -18.560  -0.9399
N -27.111 4.863 -19.885  0.8778
O -26.474 3.832 -19.986  -0.4069
O -27.671 5.403 -20.814  -0.2678
H -27.182 6.596 -18.751  0.2906
H -26.171 5.214 -18.055  0.3605
H -27.978 5.191 -18.065  0.1138
C -32.435 6.114 -18.484  -0.6356
C -32.050 6.377 -17.175  -0.4159
C -30.743 6.776 -16.942  -0.5976
N -29.869 6.941 -17.946  -0.4650
C -30.228 6.643 -19.191  -0.1499
C -31.510 6.221 -19.507  -0.0238
H -33.435 5.770 -18.719  0.4103
H -32.785 6.309 -16.384  0.4343
H -30.314 6.816 -15.951  0.4039
H -29.500 6.865 -19.961  0.5955
H -31.815 6.013 -20.523  0.4266
C -29.229 0.617 -17.258  -0.1999
C -30.242 1.568 -17.230  -0.6502
C -30.229 2.565 -18.204  -0.3031
N -29.417 2.565 -19.259  0.1120
C -28.464 1.620 -19.275  -0.2835
C -28.345 0.601 -18.339  -0.8710
H -29.172 -0.112 -16.460  0.3828
H -30.901 1.572 -16.373  0.4256
H -30.996 3.335 -18.255  0.2775
H -27.739 1.740 -20.072  0.5815
H -27.560 -0.133 -18.452  0.5003
C -26.263 2.673 -23.217  0.1758
C -25.613 1.599 -22.590  -0.1952
C -25.027 0.657 -23.426  -0.2621
N -25.228 0.599 -24.751  -0.5972
C -25.948 1.578 -25.294  -0.3885
C -26.406 2.672 -24.578  -0.2656
H -26.768 3.398 -22.588  0.3019
H -25.411 1.607 -21.529  0.0398
H -24.525 -0.216 -23.017  0.3852
H -26.200 1.392 -26.334  0.3781
H -26.933 3.478 -25.074  0.4195
C -32.423 3.861 -23.497  -0.6180
C -31.785 4.074 -24.703  -0.8249
C -30.390 4.136 -24.721  -0.0680
N -29.638 4.016 -23.625  0.0210
C -30.273 3.888 -22.443  -0.1741
C -31.647 3.766 -22.346  -0.6326
H -33.494 3.713 -23.505  0.3958
H -32.358 4.005 -25.619  0.4357
H -29.811 4.198 -25.634  0.3822
H -29.611 3.838 -21.587  0.6736
H -32.128 3.487 -21.417  0.4896
C -23.226 0.821 -19.406  -0.4099
C -22.164 -0.041 -19.164  -0.4018
C -21.720 -0.209 -17.855  -0.2656
N -22.300 0.364 -16.803  -0.5390
C -23.354 1.145 -17.057  -0.3888
C -23.895 1.375 -18.320  0.0199
H -23.516 1.035 -20.427  0.3933
H -21.609 -0.543 -19.945  0.3781
H -20.864 -0.857 -17.708  0.3484
H -23.841 1.475 -16.146  0.4209
H -24.789 1.967 -18.460  0.4200
C -29.725 7.270 -22.660  0.6590
C -31.048 7.554 -22.955  -0.3823
C -31.547 8.844 -22.818  -0.4455
N -30.787 9.859 -22.403  -0.6353
C -29.497 9.607 -22.148  -0.5203
C -28.937 8.356 -22.277  -0.2413
H -29.384 6.247 -22.703  0.1705
H -31.673 6.706 -23.217  0.1985
H -32.568 9.112 -23.052  0.3888
H -28.892 10.472 -21.910  0.3746
H -27.876 8.173 -22.152  0.3812
C -24.976 6.849 -24.304  -0.7635
C -26.307 6.535 -24.044  0.1149
C -27.231 6.938 -25.006  -0.2750
N -26.927 7.509 -26.163  -0.6069
C -25.634 7.746 -26.417  -0.4465
C -24.638 7.455 -25.499  -0.3219
H -24.224 6.567 -23.577  0.4011
H -26.623 6.077 -23.118  0.5403
H -28.285 6.712 -24.882  0.5984
H -25.431 8.331 -27.305  0.3823
H -23.616 7.715 -25.743  0.3826
C -28.064 4.573 -14.344  -0.7299
C -27.859 3.759 -15.449  0.0468
C -26.574 3.299 -15.723  -0.0678
N -25.543 3.503 -14.908  -0.3864
C -25.759 4.238 -13.819  -0.4804
C -26.988 4.790 -13.494  -0.3262
H -29.020 5.038 -14.144  0.4234
H -28.688 3.470 -16.083  0.4356
H -26.395 2.676 -16.593  0.3556
H -24.897 4.349 -13.170  0.3613
H -27.108 5.424 -12.626  0.3837

As for the strongest force on any atom: 0.0288 Eh/bohr. Its HOMO energy is -9.351 eV. The net charge is 0. The energy is -2231.270865 Eh. As for the HOMO-LUMO gap: 9.336 eV. Its SMILES is C[N+](=O)[O-].c1ccncc1.c1ccncc1.c1ccncc1.c1ccncc1.c1ccncc1.c1ccncc1.c1ccncc1.c1ccncc1.